ORCA calculation (ωB97M-V with the def2-TZVPD basis set) on a single C20H13F3N4O2 molecule.

structure (SMILES) = O=C1N=CC=C2C(Nc3nc(=O)c(F)cn3Cc3cc(F)cc(F)c3)=CC=C[C@H]12
charge = 0

Positions of all 42 atoms, in Å:
O  -3.071  -3.500  1.324
O  4.508  -1.324  -3.196
F  -1.416  -3.263  3.591
F  -2.158  2.586  4.945
F  -2.498  4.441  0.489
N  3.244  -2.939  -2.421
N  -2.161  -1.757  0.280
C  -2.255  -2.600  1.380
C  3.420  -1.590  -2.735
C  2.109  -3.324  -1.908
C  -1.167  -0.940  0.234
C  -0.013  0.971  -2.688
C  1.121  1.259  -3.566
C  1.021  -2.380  -1.659
C  -1.307  -2.471  2.503
C  -0.021  -0.096  -1.792
C  -0.242  -1.622  2.362
C  2.317  0.598  -3.427
C  1.165  -1.007  -1.849
C  -2.401  3.525  2.674
C  -0.907  1.679  3.184
C  -1.040  2.549  0.913
C  -1.850  2.606  3.609
C  -1.978  3.556  1.353
C  -0.480  1.622  1.838
N  -1.174  -0.292  -0.989
N  -0.187  -0.793  1.236
C  2.488  -0.438  -2.330
C  0.476  0.523  1.404
H  1.952  -4.376  -1.739
H  -0.963  1.543  -2.756
H  1.086  2.011  -4.331
H  0.069  -2.800  -1.404
H  0.432  -1.617  3.212
H  3.125  0.826  -4.153
H  -3.098  4.292  2.996
H  -0.504  0.980  3.940
H  -0.753  2.618  -0.125
H  -2.078  -0.477  -1.459
H  2.939  0.069  -1.513
H  0.951  0.863  0.475
H  1.292  0.492  2.098

ORCA calculation (ωB97M-V with the def2-TZVPD basis set) on LiN2O6 as an isolated structure.

charge = -1

Positions of all 9 atoms, in Å:
Li  -0.187  -18.232  4.602
N  -0.026  -23.166  6.084
O  0.360  -22.286  6.834
O  0.076  -24.338  6.444
O  -0.339  -22.908  4.942
N  -1.867  -27.700  11.251
O  -0.854  -27.079  11.475
O  -3.058  -27.331  11.111
O  -1.588  -28.824  11.255

ORCA calculation (ωB97M-V with the def2-TZVPD basis set) on an isolated ion of composition C38H37ClN3O and charge +1.

structure (SMILES) = CN(C)c1ccc(C(=C[C@H](c2ccccc2)[C@H](C(=O)c2ccccc2)[n+]2cccc(Cl)c2)c2ccc(N(C)C)cc2)cc1
charge = +1

Positions of all 80 atoms, in Å:
Cl  5.491  -0.323  2.917
C  4.452  -1.663  2.661
C  4.917  -2.976  2.714
C  4.003  -4.001  2.470
C  2.692  -3.702  2.151
N  2.268  -2.420  2.057
C  0.969  -2.091  1.338
C  0.127  -1.221  2.252
C  -1.369  -1.342  2.168
C  -2.153  -0.182  2.087
C  -3.542  -0.294  2.048
C  -4.146  -1.548  2.208
C  -3.359  -2.696  2.343
C  -1.969  -2.602  2.282
O  0.622  -0.450  3.070
C  3.132  -1.400  2.319
H  5.967  -3.160  2.906
H  4.295  -5.050  2.492
H  1.948  -4.461  1.892
H  0.441  -3.037  1.168
H  -1.658  0.790  2.025
H  -4.145  0.604  1.913
H  -5.235  -1.626  2.235
H  -3.822  -3.670  2.500
H  -1.333  -3.488  2.342
H  2.758  -0.387  2.244
C  -6.292  2.546  -2.255
N  -5.611  1.316  -2.600
C  -6.388  0.356  -3.356
C  -4.312  1.106  -2.246
C  -3.627  -0.082  -2.620
C  -2.338  -0.316  -2.167
C  -1.656  0.644  -1.393
C  -0.326  0.361  -0.822
C  -0.016  -0.933  -0.533
C  1.272  -1.436  0.010
C  1.976  -2.510  -0.844
C  3.375  -2.583  -0.835
C  4.010  -3.749  -1.260
C  3.250  -4.808  -1.765
C  1.868  -4.672  -1.914
C  1.222  -3.514  -1.452
C  0.583  1.515  -0.543
C  1.328  1.607  0.643
C  2.151  2.690  0.911
C  2.196  3.788  0.015
N  2.895  4.910  0.346
C  3.181  5.976  -0.590
C  3.421  5.110  1.682
C  1.460  3.700  -1.201
C  0.671  2.588  -1.455
C  -2.321  1.845  -1.073
C  -3.624  2.074  -1.469
H  -5.656  3.419  -2.459
H  -7.201  2.614  -2.861
H  -6.572  2.571  -1.188
H  -6.076  -0.669  -3.132
H  -7.443  0.478  -3.080
H  -6.295  0.523  -4.441
H  -4.116  -0.813  -3.265
H  -1.840  -1.246  -2.439
H  -0.786  -1.698  -0.682
H  1.965  -0.606  0.155
H  3.955  -1.739  -0.455
H  5.094  -3.829  -1.160
H  3.741  -5.749  -2.029
H  1.275  -5.473  -2.357
H  0.137  -3.420  -1.525
H  1.217  0.852  1.417
H  2.752  2.680  1.822
H  3.159  5.609  -1.620
H  2.469  6.811  -0.494
H  4.183  6.368  -0.366
H  2.704  4.784  2.448
H  4.362  4.556  1.834
H  3.627  6.179  1.814
H  1.491  4.521  -1.919
H  0.095  2.546  -2.381
H  -1.821  2.599  -0.468
H  -4.116  3.003  -1.184

ORCA calculation (ωB97M-V with the def2-TZVPD basis set) on a 2-piece molecular cluster, C5H11O2 overall.

charge = -1

Positions of all 18 atoms, in Å:
C  -0.679  -0.865  1.780
O  0.111  -1.891  1.359
C  -1.428  -0.127  0.577
C  -0.615  1.044  -0.071
C  0.056  0.715  -1.353
C  0.832  1.566  -2.002
H  -0.105  -0.028  2.138
H  -1.533  -1.232  2.376
H  -1.499  -0.909  -0.215
H  -2.454  0.107  0.870
H  -0.108  1.697  0.654
H  -1.370  1.818  -0.312
H  -0.188  -0.262  -1.718
H  1.379  2.423  -1.623
H  1.236  1.503  -3.006
H  1.360  -1.883  0.405
H  2.834  -1.610  0.338
O  2.173  -2.065  -0.195

ORCA calculation (ωB97M-V with the def2-TZVPD basis set) on a 3-piece molecular cluster, C6H18NO overall.

charge = +1

Positions of all 26 atoms, in Å:
C  1.161  0.583  -1.291
C  0.192  0.734  -0.176
C  -0.380  -0.377  0.571
C  -1.435  -1.160  -0.279
C  -2.689  -0.321  -0.527
C  -3.679  -0.310  0.653
N  2.865  1.045  1.148
H  0.695  0.769  -2.275
H  1.963  1.324  -1.198
H  1.661  -0.383  -1.376
H  -0.451  1.584  -0.411
H  0.369  -1.132  0.844
H  -0.869  -0.076  1.510
H  -1.727  -2.100  0.184
H  -1.010  -1.328  -1.273
H  -2.383  0.727  -0.646
H  -3.170  -0.593  -1.468
H  -3.520  -1.208  1.278
H  -4.709  -0.432  0.325
H  -3.591  0.585  1.253
H  2.860  0.953  2.165
H  1.869  0.922  0.917
H  2.964  2.056  1.026
H  3.775  -0.210  0.136
H  5.102  -0.822  -0.570
O  4.137  -0.832  -0.519

ORCA calculation (ωB97M-V with the def2-TZVPD basis set) on a single C5H4 molecule.

charge = 0

Positions of all 9 atoms, in Å:
C  -0.697  -0.310  -0.027
C  -1.458  -1.429  -0.506
C  -0.103  0.820  0.014
C  0.699  1.829  -0.291
C  -0.304  -1.678  0.372
H  0.829  2.730  0.319
H  0.998  1.863  -1.343
H  0.693  -1.894  0.109
H  -0.656  -1.931  1.352

no.,gap between HOMO and LUMO (eV),energy (a.u.)
1,7.2,-1438.94952
2,1.2,-568.15704
3,5.2,-2169.68544
4,6.9,-347.53606
5,6.5,-369.04316
6,7.1,-192.66314